# 1
76
Properties=species:S:1:pos:R:3 method="wB97M-V/def2-TZVPD" lumo_ev=-1.7 e_homo_ha=-0.309 orbital_gap_ev=6.74
C -2.7573 -3.1837 3.3175
C -2.2301 -2.6510 1.8587
I -1.4408 -4.4692 0.8608
C -1.0970 -1.5226 2.1026
I 0.7755 -2.5752 2.6619
C -0.8280 -0.5699 0.8405
C -1.0803 -1.0086 -0.6510
C -0.8102 -0.0342 -1.8885
C -0.2901 1.4312 -1.6758
O -0.0574 2.3465 -2.7521
C 0.8304 1.6776 -3.6921
O 0.2895 1.1698 -4.7252
C 2.4156 1.5734 -3.4753
C 3.2109 2.8034 -2.9217
C 4.7605 2.7687 -2.6423
C 5.5628 1.4639 -2.9609
C 4.7929 0.1986 -3.5259
C 3.2504 0.2711 -3.7685
C -0.0429 1.8916 -0.2004
C -0.3026 0.9164 1.0282
C -0.0559 1.4850 2.5259
O 0.4013 0.8005 3.4781
C -0.4263 3.0588 2.7047
N -1.0357 3.4342 4.0122
C -2.5037 3.1641 3.8919
O -3.1785 2.7697 4.8825
F -3.2431 3.3519 2.6681
C -0.8805 4.8703 4.3266
O -0.0559 5.3339 5.1287
F -1.8124 5.7737 3.6713
C -0.1815 3.9251 1.6067
C 0.4493 3.3818 0.2107
O 1.2770 4.0290 -0.4833
H -3.6795 -2.6183 3.6900
H -3.1001 -4.2748 3.1388
H -1.9071 -3.2325 4.0927
H -3.1734 -2.2527 1.3246
H -1.3829 -0.8976 3.0195
H -1.4860 -2.0593 -0.9036
H -1.0180 -0.3458 -2.9784
H 2.6542 3.7716 -2.6675
H 5.2334 3.7314 -2.2250
H 6.6847 1.4701 -2.7571
H 5.4434 -0.7278 -3.7100
H 2.7489 -0.6822 -4.1794
H -0.4528 5.0335 1.6598
O 2.4529 -2.5451 -4.6685
H 1.7057 -2.8285 -5.2161
H 3.2265 -2.8900 -5.1319
O -3.6120 -0.2673 -2.4838
H -3.4260 0.5659 -2.9362
H -4.4720 -0.1213 -2.0695
O 7.3873 -0.4593 -2.1511
H 7.4390 -1.3241 -1.7233
H 8.1881 -0.4175 -2.6903
O -0.1220 -4.1365 -5.3463
H -0.3675 -4.9895 -5.7258
H -0.9432 -3.8082 -4.9574
O 0.5008 -2.2504 -2.3821
H 0.5604 -3.1175 -1.9588
H 1.3010 -2.2036 -2.9259
O -5.1455 -3.8569 5.3426
H -5.2180 -4.5294 6.0324
H -5.2933 -3.0248 5.8113
O -0.1557 -7.5990 1.6978
H -0.4182 -8.2683 1.0531
H -0.4614 -7.9550 2.5417
O -4.4253 6.5103 2.6044
H -3.4665 6.5150 2.7208
H -4.6342 5.5846 2.4259
O 7.7775 3.9028 -2.2679
H 8.6939 3.8892 -2.5717
H 7.4278 4.7318 -2.6187
O -8.4438 -3.5723 5.4446
H -7.5291 -3.5845 5.1297
H -8.7979 -2.7420 5.1023

# 2
63
Properties=species:S:1:pos:R:3 method="wB97M-V/def2-TZVPD" lumo_ev=0.0 smiles="CCN(CC[C@@]1(N)COC(=O)C1)C(C)=O.c1cc[nH]c1.c1cc[nH]c1.c1cc[nH]c1" e_homo_ha=-0.285 orbital_gap_ev=7.73 e_above_lowest_kj_mol=968.0
C -1.8828 -3.2585 -0.5484
C -1.4327 -2.4416 0.8337
N -2.1170 -1.0699 0.9437
C -1.5170 -0.2846 2.1070
C -0.1894 0.5910 1.7212
C 1.1788 0.1932 2.5252
N 1.1419 -0.7674 3.6911
C 2.4868 -0.3734 1.6730
O 3.7583 0.3130 2.0422
C 3.4297 1.6869 2.4845
O 4.1937 2.7996 2.4647
C 1.8910 1.6062 3.0461
C -3.6048 -1.2161 1.1781
C -4.3294 -1.4800 2.6415
O -4.4309 -1.0958 0.1138
H -1.2620 -2.8775 -1.4872
H -1.6481 -4.3998 -0.3166
H -3.0374 -3.1921 -0.7473
H -1.5623 -3.1019 1.7943
H -0.2701 -2.2524 0.7155
H -2.3530 0.4890 2.4649
H -1.3852 -1.0401 2.9899
H 0.0114 0.6129 0.5446
H -0.4294 1.7266 1.9997
H 0.2922 -0.5086 4.2773
H 0.9285 -1.7269 3.2858
H 2.6956 -1.4905 2.0281
H 2.3624 -0.2410 0.5165
H 1.8290 1.5673 4.2180
H 1.4395 2.6266 2.6688
H -3.9559 -0.6901 3.4543
H -4.1329 -2.5563 3.0572
H -5.4990 -1.2651 2.5372
N -7.4962 -2.0558 -2.5956
C -7.9436 -2.9534 -3.5298
C -6.9384 -3.8664 -3.7584
C -5.8486 -3.5103 -2.9285
C -6.2215 -2.3906 -2.2192
H -8.0244 -1.2700 -2.2391
H -8.9356 -2.8650 -3.9520
H -6.9854 -4.6996 -4.4475
H -4.8947 -4.0166 -2.8555
H -5.6898 -1.8041 -1.4818
N 8.2391 4.7329 -0.4278
C 7.5525 5.8994 -0.2126
C 6.4817 5.6182 0.6063
C 6.5276 4.2344 0.9000
C 7.6244 3.7131 0.2510
H 9.0699 4.6393 -0.9976
H 7.8828 6.8270 -0.6606
H 5.7476 6.3327 0.9554
H 5.8354 3.6781 1.5189
H 8.0182 2.7062 0.2132
N 1.0309 -0.3713 -2.5356
C 0.2935 0.0000 -3.6296
C 0.9957 0.9723 -4.3062
C 2.2018 1.1909 -3.5985
C 2.1987 0.3460 -2.5113
H 0.7568 -1.0664 -1.8535
H -0.6659 -0.4571 -3.8316
H 0.6746 1.4695 -5.2123
H 2.9882 1.8890 -3.8547
H 2.9250 0.1951 -1.7238

# 3
61
Properties=species:S:1:pos:R:3 method="wB97M-V/def2-TZVPD" lumo_ev=0.4 smiles="CCCCN(C)C(=S)Nc1ccc2nc(N3CCN(CC)CC3)cc(C)c2c1" e_homo_ha=-0.271 orbital_gap_ev=7.72 e_above_lowest_kj_mol=17.4
C -7.6250 -2.3817 -1.7756
C -6.2775 -2.2199 -1.0819
C -6.4211 -1.4351 0.2186
H -6.7797 -0.4297 -0.0034
C -5.1300 -1.3202 1.0364
N -4.0626 -0.6039 0.3660
C -4.0541 0.7424 0.3781
N -2.9655 1.4078 -0.1251
C -1.6135 1.1388 0.1454
C -0.6482 1.6560 -0.6906
C 0.7131 1.4226 -0.4506
C 1.0929 0.6375 0.6715
N 2.3701 0.3375 0.9591
C 3.3320 0.7965 0.1795
N 4.6070 0.4801 0.5209
C 5.7311 0.5705 -0.3807
H 6.3114 1.4846 -0.1849
C 6.6436 -0.6678 -0.1933
N 5.9443 -1.8739 0.1650
C 5.3047 -2.6223 -0.8938
C 4.0209 -2.0467 -1.5064
H 3.5732 -2.7885 -2.1639
H 3.2982 -1.7943 -0.7340
H 4.2234 -1.1550 -2.0938
H 6.0490 -2.7592 -1.6840
H 5.0799 -3.6110 -0.4805
C 5.1872 -1.7348 1.4013
H 4.2553 -2.2954 1.3194
C 4.8734 -0.2646 1.7277
H 5.7259 0.2020 2.2331
H 3.9931 -0.1967 2.3650
H 5.7729 -2.1671 2.2245
H 7.2053 -0.8447 -1.1124
H 7.3658 -0.4664 0.6051
H 5.3756 0.6083 -1.4111
C 3.0516 1.6282 -0.9430
C 1.7636 1.9406 -1.2649
C 1.4583 2.8201 -2.4377
H 0.8485 2.2858 -3.1655
H 2.3759 3.1416 -2.9243
H 0.9074 3.7033 -2.1173
H 3.8617 2.0418 -1.5235
C 0.0870 0.1484 1.5301
C -1.2324 0.3963 1.2787
H -1.9950 0.0559 1.9641
H 0.3929 -0.4159 2.3972
H -0.9535 2.2499 -1.5391
H -3.1722 2.3746 -0.3428
S -5.3480 1.6426 0.8968
C -3.0755 -1.3865 -0.3396
H -2.2517 -1.6883 0.3155
H -3.5503 -2.2814 -0.7369
H -2.6626 -0.8118 -1.1674
H -5.3645 -0.7830 1.9606
H -4.7531 -2.3135 1.2925
H -7.1658 -1.9215 0.8520
H -5.5956 -1.6956 -1.7544
H -5.8606 -3.2094 -0.8722
H -7.5133 -2.9299 -2.7084
H -8.0548 -1.4078 -1.9975
H -8.3199 -2.9245 -1.1387

# 4
61
Properties=species:S:1:pos:R:3 method="wB97M-V/def2-TZVPD" lumo_ev=0.7 e_homo_ha=-0.289 orbital_gap_ev=8.58 e_above_lowest_kj_mol=2357.4
C 2.8722 0.1126 3.6334
C 3.6144 1.0155 2.6736
H 4.6780 0.8082 2.7760
H 3.4558 2.1305 2.7983
O 3.5006 0.9115 1.3385
C 2.5630 1.2460 0.7799
O 1.8150 1.8956 1.4321
C 2.4326 0.8653 -0.8715
C 1.1310 1.2764 -1.4705
C -0.1168 0.4430 -0.7729
N 0.2113 -1.1295 -1.1292
C 1.4034 -1.3787 -0.4041
C 2.4715 -0.5604 -0.7927
H 3.4379 -1.1814 -0.4034
H 2.5831 -0.9229 -1.9869
H 1.5105 -2.5671 -0.2554
H 1.2058 -1.1277 0.9771
C -1.0082 -1.7966 -0.5351
H -1.6455 -1.4160 0.1589
C -2.0030 -1.9286 -1.7469
C -1.4033 -2.3969 -3.0529
H -1.0566 -3.6739 -2.7804
H -2.0570 -2.5319 -3.9168
H -0.3877 -2.1252 -3.1698
H -2.3721 -0.7126 -2.3262
C -3.4172 -2.5951 -1.3769
C -4.1136 -1.7341 -0.1260
C -4.0751 -2.3778 0.8938
C -4.6115 -1.6713 2.1646
C -5.4178 -0.5271 1.8139
C -5.4430 -0.0556 0.3048
C -4.7902 -0.5626 -0.6524
H -4.8545 -0.3622 -1.6236
O -6.1889 1.2177 0.4521
C -6.5939 1.4091 1.7407
O -6.1346 0.1921 2.4038
H -7.7839 1.4908 1.6129
H -6.1783 2.1303 2.1688
H -4.6555 -2.0221 3.0606
H -3.3547 -3.3162 1.2256
H -4.0349 -2.7652 -2.0688
H -2.8693 -3.7603 -0.9344
H -0.6487 -2.7753 -0.3614
H -0.9504 0.7869 -1.1973
H -0.0963 0.7190 0.1638
H 0.7617 2.2747 -1.1519
H 1.0515 1.0497 -2.3518
C 3.4889 1.4302 -1.3903
C 3.7385 2.9303 -1.4594
O 4.2921 3.2380 -0.0441
C 5.4684 3.0644 0.2296
H 5.6382 3.5369 1.2007
H 5.5441 1.9892 0.2646
H 6.1025 3.4879 -0.3209
H 4.4214 3.2261 -1.9115
H 2.8407 3.1898 -1.4477
H 3.4991 1.3120 -2.5985
H 4.6335 0.8817 -1.1893
H 1.8391 0.3041 3.3250
H 3.0421 0.1814 4.8108
H 3.0146 -0.7726 3.4168

# 5
73
Properties=species:S:1:pos:R:3 method="wB97M-V/def2-TZVPD" lumo_ev="-1.6 / -1.6" multiplicity=3 e_homo_ha="-0.370 / -0.356" total_charge=+1 orbital_gap_ev="8.43 / 8.04" s2=2.0039 e_above_lowest_kj_mol=273.1
Pt -0.1240 0.4147 1.1199
C -0.4523 3.1831 4.1183
C -0.3981 2.1086 3.0904
O 0.3845 1.1175 3.1181
O -1.1795 2.0885 2.1438
H -1.4400 3.6440 4.1070
H 0.3359 3.8590 3.7866
H -0.1739 2.6831 5.0460
C -5.0371 -3.0354 -1.0951
C -4.9537 -1.6001 -0.6406
C -5.4137 -1.3581 0.8028
O -4.2531 -0.7862 1.3457
C -3.2701 -0.6864 0.4455
O -2.1075 -0.3027 0.7020
O -3.6427 -1.1325 -0.7037
H -6.0416 -3.3930 -1.3217
H -4.6098 -3.6802 -0.3272
H -4.3760 -3.2146 -1.9430
H -5.5730 -0.9389 -1.2467
H -5.7757 -2.2604 1.2956
H -6.2416 -0.6492 0.8155
C 4.9048 -2.0077 2.2850
C 3.5208 -2.6643 2.8194
C 3.1053 -2.5581 4.2791
O 1.7028 -2.3950 4.0912
C 1.3847 -1.9442 2.8927
O 0.3339 -1.5607 2.4216
O 2.4643 -2.0807 2.0707
H 4.9141 -2.1602 1.2058
H 5.8694 -2.2563 2.7275
H 4.7990 -0.9244 2.3432
H 3.3974 -3.7052 2.5205
H 3.5849 -1.6701 4.6908
H 3.4212 -3.3638 4.9418
C -0.8903 -0.8951 -4.6951
C -1.0067 -1.8537 -3.4608
C 0.1334 -2.8508 -3.3881
O 0.7393 -2.5892 -2.1271
C 0.0619 -1.6882 -1.5164
O 0.2810 -1.3282 -0.3543
O -0.9587 -1.2901 -2.2121
H -1.4768 -1.2669 -5.5354
H 0.1435 -0.9103 -5.0401
H -1.1586 0.1373 -4.4710
H -1.9816 -2.3343 -3.5421
H 0.8242 -2.6446 -4.2055
H -0.3643 -3.8102 -3.5302
C 5.6647 2.8189 2.2025
C 5.0420 2.3266 0.8194
C 5.4800 0.9575 0.4098
O 4.2480 0.2581 0.0964
C 3.2464 1.0400 0.4688
O 2.0311 0.8085 0.4096
O 3.6610 2.1925 0.9845
H 5.4789 2.1350 3.0307
H 5.3544 3.8305 2.4644
H 6.7510 2.8260 2.1132
H 5.3386 3.0068 0.0211
H 6.0457 0.4334 1.1801
H 6.0947 0.9016 -0.4886
C -4.5212 2.4849 -2.4956
C -3.1212 2.2042 -3.0606
C -2.1959 3.4208 -3.1843
O -1.2622 3.1454 -2.1266
C -1.3283 1.9490 -1.6370
O -0.5317 1.5026 -0.8398
O -2.4534 1.3746 -2.1101
H -4.6293 3.2526 -1.7294
H -4.8959 1.5784 -2.0202
H -5.2380 2.7273 -3.2801
H -3.2401 1.6592 -3.9970
H -2.7511 4.3319 -2.9611
H -1.6739 3.3876 -4.1405

# 6
57
Properties=species:S:1:pos:R:3 method="wB97M-V/def2-TZVPD" lumo_ev="-4.9 / -4.3" e_homo_ha="-0.362 / -0.370" total_charge=+1 orbital_gap_ev="4.95 / 5.76" e_above_lowest_kj_mol=543.7
C 0.0663 2.8577 -0.5511
C -1.1308 2.3728 0.0565
C -1.6638 1.3404 -0.7806
C -0.7981 1.2026 -1.9100
C 0.2737 2.1314 -1.7603
Pb 0.6529 0.2952 0.4051
C 0.9456 -3.4190 -0.4131
C 1.9286 -2.4477 -0.2088
H 2.7257 -2.6239 0.5021
C 2.0998 -1.3164 -1.1168
H 1.5984 -1.2545 -2.0887
H 2.9981 -0.7044 -1.0729
C 0.8503 -4.6066 0.5342
H 1.3629 -4.6164 1.4982
H -0.1399 -5.0492 0.7228
H 1.3945 -5.3585 -0.0575
C -0.2767 -3.0397 -1.1654
H -0.6402 -1.9932 -1.2218
H 0.0819 -3.2666 -2.1740
H -1.1630 -3.6482 -1.0036
C -1.7634 2.9200 1.2855
H -1.0338 3.0644 2.0969
H -2.2199 3.9039 1.0794
H -2.5562 2.2637 1.6607
C -2.9357 0.6110 -0.5341
H -3.0456 0.3374 0.5232
H -3.8046 1.2367 -0.8060
H -2.9989 -0.3147 -1.1229
C -1.0162 0.3309 -3.0925
H -1.8582 -0.3569 -2.9397
H -1.2491 0.9408 -3.9820
H -0.1254 -0.2691 -3.3379
C 1.3614 2.3911 -2.7387
H 1.4859 1.5614 -3.4469
H 1.1362 3.2951 -3.3308
H 2.3294 2.5610 -2.2446
C 0.8760 4.0121 -0.0817
H 1.9097 3.9623 -0.4444
H 0.4439 4.9568 -0.4562
H 0.9038 4.0814 1.0142
C -0.5548 -0.6174 2.1174
C -0.5742 -2.1540 2.0425
C -1.2452 -0.2642 3.2655
C -1.9107 -2.4802 1.6839
H 0.0484 -3.0302 1.7971
C -2.5505 -0.7538 3.2668
H -0.8388 0.3144 4.1007
C -2.9176 -1.7409 2.3630
H -2.2829 -3.4097 1.1210
H -3.2991 -0.3118 3.9024
H -3.9795 -1.9625 2.1999
C 4.1099 1.2931 0.5341
O 2.7933 1.4189 1.0999
H 4.3156 0.2403 0.3122
H 4.8655 1.6854 1.2302
H 4.1281 1.8741 -0.3937
H 2.8869 1.5535 2.0613

# 7
66
Properties=species:S:1:pos:R:3 method="wB97M-V/def2-TZVPD" lumo_ev=2.7 e_homo_ha=-0.136 total_charge=-1 orbital_gap_ev=6.42 e_above_lowest_kj_mol=23.9
Ag -0.8546 0.4112 -0.2162
C -4.7597 0.9715 -0.7066
C -3.7761 0.6471 0.3865
O -2.8728 1.3942 0.7218
N -4.0416 -0.5139 1.0414
C -3.1137 -1.0426 2.0258
C -2.1634 -2.0398 1.4131
C -2.5225 -3.3722 1.2526
C -1.6468 -4.2383 0.6170
C -0.4446 -3.7248 0.1462
C -0.1643 -2.3912 0.3602
N -0.9907 -1.5560 0.9924
H -4.8889 2.0463 -0.7895
H -5.7203 0.4852 -0.5569
H -4.3239 0.5988 -1.6299
H -4.6175 -1.1836 0.5524
H -3.7025 -1.4870 2.8357
H -2.5458 -0.1876 2.4033
H -3.4732 -3.7233 1.6321
H -1.8999 -5.2808 0.4933
H 0.2627 -4.3431 -0.3820
H 0.7543 -1.9426 0.0180
C 4.1406 0.9631 -1.9634
Si 2.3204 0.3883 -1.6439
C 2.2924 -1.4704 -2.0933
C 1.3061 1.3552 -2.9477
C 1.5857 0.8248 0.0271
C 1.3097 2.2695 0.0274
C 2.2957 3.2548 0.1887
C 1.9459 4.5813 0.2443
C 0.6050 4.9249 0.1236
C -0.3062 3.9051 -0.0761
N 0.0282 2.6275 -0.1280
Si 2.3401 0.3672 1.6770
C 2.3394 -1.4938 2.1247
C 4.1438 0.9073 2.1298
C 1.2507 1.2344 2.9957
H 4.4666 0.7129 -2.9701
H 4.8325 0.5009 -1.2650
H 4.2276 2.0399 -1.8478
H 2.8167 -1.6511 -3.0276
H 1.2733 -1.8214 -2.2155
H 2.7741 -2.0768 -1.3328
H 1.5797 1.1019 -3.9680
H 1.4439 2.4259 -2.8156
H 0.2456 1.1425 -2.8153
H 3.3259 2.9509 0.2619
H 2.7024 5.3434 0.3776
H 0.2873 5.9544 0.1759
H -1.3602 4.1229 -0.1906
H 2.7905 -2.0999 1.3484
H 1.3282 -1.8472 2.2767
H 2.8916 -1.6728 3.0418
H 4.8716 0.4557 1.4614
H 4.4027 0.6169 3.1458
H 4.2620 1.9845 2.0607
H 0.2034 1.0311 2.7899
H 1.3804 2.3113 2.9477
H 1.4667 0.9157 4.0115
Cl -5.0189 -1.9272 -2.8271
C -3.6770 -2.7605 -2.0349
C -2.3190 -1.9494 -2.1325
O -1.3854 -2.5508 -2.6437
O -2.3680 -0.8133 -1.6271
H -3.5894 -3.7438 -2.4985
H -3.9489 -2.8645 -0.9807

Number 1: energy -79221.4020 eV. Number 2: energy -36934.8197 eV. Number 3: energy -41636.0867 eV. Number 4: energy -35052.9283 eV. Number 5: energy -61394.8565 eV. Number 6: energy -30630.4491 eV. Number 7: energy -66260.1033 eV.